1.
# C22H67N5O9

9 unconnected molecules or ions with the total composition C22H67N5O9 (ωB97M-V/def2-TZVPD, OMol25).

XYZ file:
```
103
Properties=species:S:1:pos:R:3:forces:R:3
C 1.5812 -1.6076 -2.2852 0.5094 -0.4711 0.4363
O 2.2939 -2.1838 -3.3891 -0.9615 1.0278 0.1842
C 1.7018 -3.3115 -3.9897 1.5092 -0.0085 -1.0023
C 2.7462 -3.8417 -5.0259 -0.6054 -0.1996 0.1653
C 2.9825 -2.9643 -6.2600 -0.0498 0.4745 0.9284
N 2.2077 -5.1005 -5.5388 -0.0703 -0.4424 0.2804
H 1.6882 -2.2577 -1.4169 0.0524 -0.3022 0.2186
H 0.5088 -1.4353 -2.3758 -0.1061 -0.0699 -0.7997
H 2.0351 -0.6625 -1.9869 0.1451 -0.0041 -0.4555
H 1.5204 -4.0618 -3.2201 -0.1345 -0.3715 0.0469
H 0.8017 -3.1574 -4.5848 -0.4293 0.5408 0.3426
H 3.6716 -3.9880 -4.4687 0.2946 0.0810 -0.0035
H 3.5934 -2.0996 -6.0007 -0.0073 0.0398 -0.0525
H 2.0275 -2.5995 -6.6381 -0.0040 -0.0956 -0.1478
H 3.4959 -3.5328 -7.0354 -0.0409 -0.0192 0.0109
H 2.0470 -5.7294 -4.7650 -0.2177 -0.1774 0.2089
H 2.9143 -5.5731 -6.0843 0.0839 0.0468 -0.3194
C 2.6700 -0.3749 1.8943 -0.3119 -0.6859 0.5820
O 2.3202 -0.1171 3.2766 -0.5943 0.8469 -1.0745
C 3.3515 -0.0474 4.2046 2.0160 1.1882 0.3402
C 3.0473 0.9117 5.4152 -1.4302 -1.3708 -1.8382
C 3.1915 2.3660 5.0159 -0.2306 0.5262 0.2020
N 3.7973 0.5989 6.5846 1.1348 0.0819 0.8943
H 3.0887 -1.3809 1.8678 0.2201 -0.0968 -0.2994
H 3.3451 0.3132 1.3854 0.3238 0.3858 0.7062
H 1.7650 -0.3630 1.2871 -0.2603 -0.0509 0.3909
H 3.7445 -1.0300 4.4657 -0.4381 -0.4287 0.5614
H 4.2287 0.4197 3.7567 0.2776 0.1167 -0.4198
H 1.9983 0.7373 5.6544 -0.5593 0.1322 -0.3657
H 2.8233 2.6048 4.0182 -0.2784 -0.3657 -0.0074
H 4.2010 2.7760 5.0460 0.2210 -0.4150 0.2335
H 2.5844 2.9290 5.7248 0.0659 0.3761 -0.0347
H 3.6504 -0.3396 6.9276 -0.1005 -0.2841 -0.3273
H 3.4240 1.1816 7.3203 0.2767 0.2540 0.2684
C 3.9914 6.2587 -1.2303 -0.6922 -1.5672 1.3402
O 2.8351 5.4205 -1.0372 -0.5193 0.1165 -0.9733
C 2.3910 4.7625 -2.2345 0.4722 -0.3947 0.2157
C 1.2870 3.7482 -1.9833 1.2489 -1.1008 1.6386
C 1.8111 2.5926 -1.0440 -0.2339 1.4756 0.7880
N 0.8717 3.0820 -3.1956 0.3252 0.8359 -0.3087
H 3.8375 7.1674 -1.8121 -0.1372 -0.1526 -0.1839
H 4.7879 5.6070 -1.5894 0.2679 0.3631 -0.4769
H 4.2213 6.4755 -0.1871 0.3365 0.5936 -0.1849
H 2.0212 5.5000 -2.9469 0.1999 0.1734 -0.3134
H 3.2039 4.1578 -2.6364 0.4377 0.3379 -0.4449
H 0.5037 4.3426 -1.5130 -0.4532 -0.3483 0.4574
H 0.9731 2.0889 -0.5622 0.0098 -0.3245 -0.3052
H 2.3912 3.0174 -0.2248 -0.0978 0.3264 0.2041
H 2.5228 1.8965 -1.4880 -0.4374 -0.0059 -0.6718
H 0.0902 2.4951 -2.9407 -0.3856 -0.2336 -0.2301
H 0.5581 3.8135 -3.8174 -0.4056 -0.1882 -0.4847
C -3.7817 -2.7543 3.0218 -0.0997 1.4726 0.3714
O -2.4987 -2.1255 2.8809 0.6334 -1.8893 0.9729
C -1.4431 -3.0414 3.3340 -0.2056 -0.9010 -0.3398
C -0.0845 -2.4552 3.3008 2.7022 0.0936 -1.2974
C 1.1891 -3.4421 3.2082 -1.6291 0.1770 0.1072
N 0.1440 -1.5440 4.4008 -0.7191 0.1358 0.1066
H -4.4458 -1.9131 2.8230 -0.4671 -0.3198 -0.2382
H -3.9837 -3.0408 4.0539 0.2626 -0.1984 0.0915
H -4.0014 -3.5933 2.3616 0.4312 0.0006 -0.2119
H -1.5986 -3.3976 4.3524 -0.6811 -0.0016 0.0650
H -1.4319 -3.8685 2.6241 -0.2956 -0.3529 0.1263
H -0.0626 -1.9587 2.3307 0.1896 0.5786 -0.2969
H 1.3820 -3.8134 2.2017 -0.5147 -0.1545 -0.1138
H 1.0389 -4.2858 3.8817 0.2494 -0.0627 0.0540
H 2.1235 -2.9330 3.4444 -0.3237 0.2985 0.4474
H -0.4655 -0.7743 4.1638 -0.2691 0.5239 0.5664
H 1.0589 -1.1331 4.2813 0.1122 -0.0406 -0.0742
C -6.1422 4.1678 -3.2779 -0.3194 -0.0680 1.6291
O -5.6859 3.8127 -1.9477 -0.5987 -0.1901 -0.8400
C -4.9843 2.5545 -1.9975 0.0720 1.6527 0.8809
C -4.6316 2.1547 -0.5140 0.0768 -0.5710 -0.8764
C -3.9330 3.2616 0.2511 -0.0611 0.9624 0.5588
N -3.7972 0.9535 -0.5498 0.5949 -0.2544 -0.4223
H -6.6990 3.3133 -3.6625 0.4313 -0.1430 -0.6506
H -5.3114 4.5506 -3.8707 -0.0377 -0.4005 -0.3323
H -6.9027 4.9443 -3.1959 0.2428 0.2398 0.2915
H -5.5632 1.8681 -2.6155 -0.2335 -0.6307 0.5599
H -4.0997 2.7704 -2.5967 0.6636 -0.4347 0.3022
H -5.5030 1.9698 0.1141 -0.7322 0.0188 -0.5947
H -2.8968 3.5095 0.0211 0.0359 -0.4196 -0.3800
H -3.9996 3.0879 1.3251 0.2765 -0.5282 0.1369
H -4.4903 4.1965 0.1927 -0.1317 -0.0182 -0.5253
H -3.3514 0.6912 0.3177 -0.0952 0.6798 0.2652
H -4.1939 0.0755 -0.8528 -0.8033 0.3847 -0.5055
C -0.8021 -4.0973 -0.1933 -0.9717 -0.3124 0.1534
C -2.2185 -3.7172 -0.6620 0.8948 -0.3497 0.7796
O -2.2440 -2.3126 -0.7582 -0.3359 0.4659 -0.8147
H -0.5270 -3.5173 0.6875 -0.0388 -0.0610 -0.0242
H -0.0321 -3.9411 -0.9489 -0.2612 0.0724 -0.1731
H -0.8373 -5.1581 0.0550 0.3087 -0.0646 0.1291
H -3.0212 -3.9447 0.0394 0.3000 -0.6985 0.4859
H -2.4607 -4.2807 -1.5631 0.0281 0.4303 -0.5077
H -3.1660 -2.0730 -0.8772 0.0314 0.4079 -0.1802
O -0.5080 -0.3146 0.1775 1.3202 -0.1516 -0.3103
H -1.1346 -0.0217 0.8392 -0.2386 0.3724 0.3376
H -0.9542 -1.0301 -0.2754 -0.2934 -0.5224 -0.0898
O -1.3827 1.1520 -1.9846 0.7634 0.4427 -1.2845
H -0.8248 0.5606 -1.4794 0.2302 -0.0034 0.4150
H -2.2045 1.1836 -1.4948 -0.8491 -0.0415 0.4172
O -2.5352 0.2037 1.7548 -0.1670 0.9171 0.2969
H -2.8050 0.7062 2.5236 0.0408 0.3044 0.2000
H -2.6425 -0.7108 2.0162 0.2457 -1.0136 0.4163
```
Positions in Å, forces in eV/Å.

SMILES string = COC[C@H](C)N.COC[C@H](C)N.COC[C@H](C)N.COC[C@H](C)N.COC[C@H](C)N.CCO.O.O.O

=====

2.
# C5H7N3O

A single C5H7N3O molecule (ωB97M-V/def2-TZVPD, OMol25).

XYZ file:
```
16
Properties=species:S:1:pos:R:3:forces:R:3
C 1.3468 1.9376 1.7872 2.4848 -0.3596 3.5938
C 1.1569 0.8854 0.7507 -1.2166 -1.2279 0.6123
O 2.0202 0.2372 0.1765 -0.1096 0.6824 0.1791
N -0.1888 0.5793 0.5708 -2.6408 1.8390 1.4618
C -0.6599 -0.3942 -0.2535 -3.4941 -1.9063 -3.7175
N -2.0183 -0.6106 -0.5435 3.3306 -0.2635 0.7379
C -1.9994 -1.6196 -1.4953 1.7584 1.0618 0.2086
C -0.6842 -1.9710 -1.9042 -4.5514 5.6444 4.6335
N 0.0775 -1.1229 -1.1199 4.4122 0.3008 1.0274
H 2.5778 2.1691 1.9485 -3.8283 -0.4593 -0.5378
H 0.7431 2.7739 1.4959 0.1792 0.8969 -0.0796
H 0.8528 1.6149 2.9071 1.5704 0.5749 -3.2516
H -1.1076 1.0790 1.0127 3.5411 -1.2081 -1.0952
H -2.9628 -1.8591 -1.8740 -0.3068 -0.7722 -0.3847
H -0.3416 -2.7252 -2.3986 2.1662 -4.1010 -3.1421
H 1.1876 -0.9738 -1.0603 -3.2953 -0.7024 -0.2458
```
Positions in Å, forces in eV/Å.

SMILES string = CC(=O)Nc1ncc[nH]1

=====

3.
# C5H7ClN2O2S

2 unconnected molecules or ions with the total composition C5H7ClN2O2S (ωB97M-V/def2-TZVPD, OMol25).

XYZ file:
```
18
Properties=species:S:1:pos:R:3:forces:R:3
H -0.1249 -2.3032 1.0806 0.3051 -0.0225 0.1662
N -0.2490 -1.3081 0.9735 -0.4258 -0.0239 -0.2524
C 0.6484 -0.5465 1.3713 -0.3658 -0.6026 1.2207
Cl 2.0770 -1.0268 2.3210 -0.2325 -0.0110 -0.0213
O 0.5905 0.7766 1.3498 0.4801 0.4297 0.0543
C -0.6044 1.3654 0.8470 -0.6879 0.2083 -0.3500
C -0.8012 1.1576 -0.6425 0.6410 -0.5706 0.3376
C -1.8325 0.2595 -1.1642 0.3228 -0.6860 -0.0040
O -1.9962 1.6493 -1.1648 -0.8085 1.3167 -0.1505
H -1.4677 0.9683 1.3897 0.0797 0.0570 -0.0324
H -0.4916 2.4326 1.0558 -0.0212 -0.1678 0.0168
H 0.0812 1.3474 -1.2490 0.0299 0.0281 -0.0375
H -1.7002 -0.1939 -2.1381 0.0424 -0.0383 -0.0778
H -2.4509 -0.2928 -0.4696 0.0049 -0.0043 0.1047
C 2.1892 -0.4981 -0.4500 0.4268 -1.6037 -2.3163
N 1.9682 -1.4398 -1.1226 0.7615 3.2594 2.2124
S 1.4201 -2.7091 -1.7807 -0.8214 -2.1153 -1.1566
H 2.7440 0.3615 -0.2072 0.2691 0.5468 0.2861
```
Positions in Å, forces in eV/Å.

SMILES string = [H]/N=C(\Cl)OC[C@H]1CO1.C#[N+][S-]

=====

4.
# CH4O2

2 unconnected molecules or ions with the total composition CH4O2 (ωB97M-V/def2-TZVPD, OMol25).

XYZ file:
```
7
Properties=species:S:1:pos:R:3:forces:R:3
C 1.1963 -0.4828 0.5788 0.4693 -0.5379 -0.1194
O 0.0441 -0.7844 0.4832 -0.6111 0.1149 0.1265
H 1.5928 0.1057 1.4151 -0.0127 0.2251 0.1138
H 1.9143 -0.8602 -0.1621 0.2798 0.1444 -0.0810
O -1.8029 0.9841 -0.9566 0.9249 0.6676 0.3922
H -1.9717 0.0564 -0.9094 -0.6476 -1.1004 -0.1959
H -0.9729 0.9812 -0.4489 -0.4025 0.4862 -0.2362
```
Positions in Å, forces in eV/Å.

SMILES string = C=O.O

=====

In the order shown, the computed energy above the lowest of the compared OMol25 structures with the same formula, charge and spin values come out to 59.6, 34.3, 49.5, 4.7 kcal/mol.
In the order shown, the computed F_max values come out to 3.00, 8.60, 4.01, 1.29 eV/A.